# 1
81
Properties=species:S:1:pos:R:3:forces:R:3 method="wB97M-V/def2-TZVPD" max_force_ev_per_a=0.15 e_homo_ev=-10.10 multiplicity=1 orbital_gap_ev=7.06 energy_ev=-58627.03285 total_charge=+1
Pb 0.200597 -0.799725 -0.537961 -0.1 0.0 0.0
C 2.159887 -0.625272 -3.161046 0.0 0.0 0.0
Si 3.173638 0.214249 -1.819037 0.0 0.0 0.0
C 3.368798 2.007738 -2.335639 0.0 0.0 0.0
C 4.847640 -0.609183 -1.732868 0.0 0.0 0.0
N 2.245464 0.049709 -0.348661 0.0 0.0 0.0
C 2.734801 0.378966 0.909961 0.0 0.0 0.0
C 3.924258 1.090034 1.128249 0.0 0.0 0.0
C 4.407882 1.339705 2.401949 0.0 0.0 0.0
C 3.719618 0.889525 3.517163 0.0 0.0 0.0
C 2.525228 0.206564 3.343401 0.0 0.0 0.0
C 2.044742 -0.010251 2.067379 0.0 0.0 0.0
O 0.836841 -0.706440 1.855480 0.0 0.0 0.0
C -0.141006 -0.623373 2.855096 0.0 0.0 0.0
C -0.592296 0.611250 3.291860 0.0 0.0 0.0
C -1.635092 0.654300 4.203050 0.0 0.0 0.0
C -2.208788 -0.522401 4.672587 0.0 0.0 0.0
C -1.723167 -1.746988 4.241548 0.0 0.0 0.0
C -0.676333 -1.802414 3.329860 0.0 0.0 0.0
H 2.707141 -0.551369 -4.104392 0.0 0.0 0.0
H 1.190380 -0.148190 -3.341799 0.0 0.0 0.0
H 1.996646 -1.689566 -2.975847 0.0 0.0 0.0
H 3.999459 2.079164 -3.225037 0.0 0.0 0.0
H 3.826229 2.628184 -1.562500 0.0 0.0 0.0
H 2.402233 2.450717 -2.590567 0.0 0.0 0.0
H 5.362053 -0.493128 -2.690046 0.0 0.0 0.0
H 4.759846 -1.678105 -1.531271 0.0 0.0 0.0
H 5.490129 -0.183181 -0.961998 0.0 0.0 0.0
H 4.484091 1.446081 0.274037 0.0 0.0 0.0
H 5.334484 1.885674 2.520439 0.0 0.0 0.0
H 4.099915 1.066834 4.513174 0.0 0.0 0.0
H 1.966631 -0.149042 4.198826 0.0 0.0 0.0
H -0.129361 1.518030 2.924146 0.0 0.0 0.0
H -2.001409 1.612410 4.548831 0.0 0.0 0.0
H -3.021518 -0.480919 5.385205 0.0 0.0 0.0
H -2.153056 -2.666739 4.616758 0.0 0.0 0.0
H -0.291712 -2.749452 2.977722 0.0 0.0 0.0
C -4.383500 -1.308186 1.394093 0.0 0.0 0.0
C -3.057749 -1.497061 0.978034 0.0 0.0 0.0
N -2.252789 -0.502354 0.674669 0.0 0.0 0.0
C -2.715821 0.759916 0.774232 0.0 0.0 0.0
C -4.017506 1.053130 1.199270 0.0 0.0 0.0
C -4.861316 -0.031150 1.503606 0.0 0.0 0.0
C -4.435184 2.417754 1.341700 0.0 0.0 0.0
C -3.580136 3.429283 1.094061 0.0 0.0 0.0
C -2.237409 3.165747 0.661007 0.0 0.0 0.0
C -1.311305 4.196537 0.422555 0.0 0.0 0.0
C -0.038464 3.886124 0.026338 0.0 0.0 0.0
C 0.298215 2.540310 -0.152881 0.0 0.0 0.0
N -0.554681 1.552983 0.052594 0.0 0.0 0.0
C -1.809144 1.844316 0.473048 0.0 0.0 0.0
H -4.997357 -2.166947 1.626711 0.0 0.0 0.0
H -2.646270 -2.496426 0.900181 0.0 0.0 0.0
H -5.876014 0.159917 1.830836 0.0 0.0 0.0
H -5.448745 2.616634 1.666159 0.0 0.0 0.0
H -3.888079 4.459823 1.216021 0.0 0.0 0.0
H -1.615191 5.226506 0.563669 0.0 0.0 0.0
H 0.703241 4.650960 -0.153822 0.0 0.0 0.0
H 1.293342 2.248738 -0.465883 0.0 0.0 0.0
C 2.851642 -3.358608 0.256690 0.1 0.0 0.0
C 0.526829 -4.102763 -0.482805 -0.1 0.1 0.0
C 0.858002 -4.265178 -1.940678 0.1 0.0 0.0
C 1.402095 -3.673183 0.436515 0.0 -0.1 0.0
C -0.875779 -4.417262 -0.091021 -0.1 -0.1 0.0
C -1.920846 -4.280531 -1.007691 0.0 0.0 0.0
C -3.227496 -4.598523 -0.659424 0.0 0.0 0.0
C -3.517402 -5.069851 0.611174 0.0 0.0 0.0
C -2.489024 -5.218391 1.533744 0.0 0.0 0.0
C -1.186109 -4.900475 1.185173 0.0 0.0 -0.1
H 3.120079 -3.146252 -0.775754 0.0 0.0 0.0
H 3.457221 -4.202482 0.596289 0.0 0.0 0.0
H 3.140659 -2.499546 0.864903 0.0 0.0 0.0
H 1.926292 -4.204612 -2.129267 0.0 0.0 0.0
H 0.364618 -3.500721 -2.549520 0.0 0.0 0.0
H 0.505860 -5.229876 -2.309029 0.0 0.0 0.0
H 1.040827 -3.586079 1.456191 0.0 0.0 0.0
H -1.721149 -3.934543 -2.012898 0.0 0.0 0.0
H -4.016384 -4.491020 -1.392636 0.0 0.0 0.0
H -4.530969 -5.341166 0.876575 0.0 0.0 0.0
H -2.699457 -5.613867 2.519288 0.0 0.0 0.0
H -0.388936 -5.085024 1.894134 0.0 0.0 0.0

=====

# 2
18
Properties=species:S:1:pos:R:3:forces:R:3 method="wB97M-V/def2-TZVPD" max_force_ev_per_a=2.29 e_homo_ev="-13.43 / -13.23" multiplicity=2 orbital_gap_ev="8.76 / 4.84" s2=0.77 e_above_lowest_kj_mol=230.8 energy_ev=-7879.89237 total_charge=+1
C -1.406659 -0.733589 -1.112626 -1.5 -1.6 0.3
C -0.759599 -0.772491 0.272083 0.1 0.1 -0.5
C 0.629661 -0.189041 0.333368 -1.5 -1.0 1.3
C 1.413309 -0.154577 -0.795132 0.7 1.0 0.4
C 1.693856 1.252916 1.978102 1.9 0.9 -1.0
C 1.104672 0.094150 1.681672 -0.8 -0.9 -0.7
N -1.852454 0.606457 -1.353093 0.3 1.2 -0.9
H -0.988725 -1.347543 -1.928070 1.1 0.7 0.1
H -2.315208 -1.357500 -1.023015 0.0 0.5 0.4
H -0.795442 -1.761922 0.746248 0.4 -0.2 -0.3
H -1.472195 -0.226468 0.900694 0.4 0.4 0.2
H 1.072326 -0.572179 -1.727329 0.1 0.0 -0.2
H 2.386995 0.303237 -0.661932 0.1 -0.2 -0.5
H 2.052918 1.702206 2.893584 -0.6 -0.6 0.6
H 2.071455 1.839240 1.136327 -0.5 0.1 0.0
H 0.773819 -0.689319 2.357829 0.0 0.5 0.5
H -2.472498 0.692921 -2.148749 -0.3 -0.3 0.1
H -1.136238 1.313495 -1.549962 0.1 -0.5 0.4

=====

# 3
68
Properties=species:S:1:pos:R:3:forces:R:3 method="wB97M-V/def2-TZVPD" max_force_ev_per_a=1.34 e_homo_ev=-7.77 multiplicity=1 orbital_gap_ev=8.35 e_above_lowest_kj_mol=14.1 energy_ev=-58134.18527 total_charge=0
C -8.395957 -0.325269 2.305465 0.1 -0.2 -0.4
C -8.665794 -0.959875 0.944323 -0.3 0.3 0.3
O -7.628277 -1.827524 0.532277 0.2 -0.2 -0.1
C -6.450092 -1.312714 0.090164 0.2 0.0 -0.1
C -6.185565 0.030603 -0.152053 -0.3 -0.2 0.2
C -4.947319 0.430488 -0.624513 0.2 -0.2 -0.1
C -3.939413 -0.497611 -0.841551 -0.5 0.0 0.2
N -2.669603 -0.149189 -1.321283 0.3 -0.5 -0.5
C -1.865049 0.905959 -1.012841 0.4 0.4 0.0
N -0.684953 1.099674 -1.434407 -0.5 -0.1 0.0
C 0.028887 0.222696 -2.321541 -0.1 -0.2 -0.2
C 0.924841 -0.730061 -1.564183 0.0 -0.1 0.0
C 0.409243 -1.571590 -0.589933 0.0 0.1 -0.1
C 1.207629 -2.475999 0.105504 0.3 -0.2 0.0
C 2.542360 -2.499470 -0.208818 0.0 0.4 -0.5
C 3.075824 -1.639814 -1.170113 -0.3 -0.4 0.3
C 2.291345 -0.750623 -1.859198 0.2 -0.2 0.1
O 4.424124 -1.855843 -1.270917 -0.2 0.3 -0.2
C 4.724409 -2.870580 -0.333978 1.2 -0.5 0.2
O 3.537047 -3.283004 0.307838 -0.5 0.0 0.2
S -2.541902 2.121284 0.087008 -0.3 0.2 0.5
C -1.121066 3.233823 0.372862 -0.4 -0.4 -0.3
C -0.505660 3.762697 -0.904539 0.1 0.1 -0.2
C 0.720269 2.888263 -1.087800 -0.2 0.6 0.1
O 1.412575 2.805597 -2.066284 0.2 0.1 -0.2
N 1.039048 2.361409 0.178255 0.5 0.2 0.1
C 2.250293 1.681029 0.454249 0.3 -0.1 0.1
C 3.427227 2.104268 -0.147012 -0.2 0.0 0.1
C 4.623575 1.461496 0.114092 0.3 -0.2 0.1
C 4.663675 0.393706 1.002874 -0.3 0.1 0.0
O 5.785228 -0.298908 1.340628 0.0 -0.1 0.1
C 7.016802 0.064941 0.745463 0.3 0.0 -0.1
C 8.093273 -0.851984 1.305663 -0.4 0.2 -0.1
C 3.478387 -0.022642 1.611537 0.3 0.0 -0.1
C 2.283713 0.605401 1.336262 -0.1 0.1 -0.1
C 0.008497 2.489758 1.074567 -0.2 0.3 0.1
O -0.011942 2.108024 2.215856 0.0 -0.1 0.1
C -4.211987 -1.848872 -0.625196 0.0 0.2 0.0
C -5.445825 -2.249460 -0.168000 -0.2 0.1 0.0
H -8.249605 -1.102721 3.051004 0.0 0.0 0.1
H -7.502578 0.293652 2.276061 0.0 0.1 0.1
H -9.242978 0.289357 2.597391 -0.1 0.1 0.1
H -8.853695 -0.191378 0.184317 0.0 -0.1 0.0
H -9.546761 -1.605165 1.003554 0.1 0.1 -0.1
H -6.937298 0.786789 0.006345 -0.1 0.0 0.0
H -4.778689 1.474105 -0.832786 -0.1 0.1 -0.1
H -2.190904 -0.901267 -1.801202 -0.1 0.2 0.0
H -0.638582 -0.340195 -2.993028 0.1 0.1 0.0
H 0.652605 0.878400 -2.936685 -0.1 -0.2 -0.1
H -0.639241 -1.529001 -0.337460 -0.1 0.0 0.0
H 0.797642 -3.127266 0.858720 -0.1 -0.1 0.1
H 2.713420 -0.083247 -2.591059 0.1 0.1 -0.1
H 5.176805 -3.729321 -0.856292 -0.2 0.2 0.1
H 5.427841 -2.481820 0.417917 -0.2 0.0 -0.2
H -1.543546 3.995041 1.030731 0.1 -0.1 0.0
H -0.174210 4.797564 -0.783714 0.1 0.0 0.0
H -1.160157 3.709251 -1.771672 0.1 0.0 0.0
H 3.415218 2.934216 -0.834053 0.0 0.0 0.0
H 5.516208 1.809756 -0.380016 0.1 0.0 0.0
H 7.253531 1.110832 0.983880 -0.1 -0.1 -0.1
H 6.951304 -0.044914 -0.345796 0.0 0.1 0.1
H 8.127669 -0.763477 2.388147 0.0 0.0 0.1
H 9.060490 -0.578214 0.894107 0.1 0.0 0.0
H 7.878988 -1.886272 1.049309 0.0 -0.1 0.0
H 3.516414 -0.851820 2.300548 0.0 -0.1 0.1
H 1.379886 0.266987 1.813540 -0.1 0.0 0.0
H -3.446242 -2.587949 -0.815521 0.1 -0.1 0.0
H -5.661389 -3.291992 0.002974 0.0 -0.1 0.0

=====

# 4
21
Properties=species:S:1:pos:R:3:forces:R:3 method="wB97M-V/def2-TZVPD" max_force_ev_per_a=6.49 e_homo_ev="-18.45 / -16.97" multiplicity=2 orbital_gap_ev="10.07 / 2.85" s2=0.75 e_above_lowest_kj_mol=267.4 energy_ev=-10948.28752 total_charge=+2
C -2.188594 0.827063 -0.273547 -1.8 -0.2 -5.3
C -0.923935 0.115230 -0.540021 -0.8 -1.8 1.9
C 0.008641 0.347446 -1.472032 3.0 2.4 -5.2
N -0.580089 -1.094145 0.259225 -0.3 2.3 3.3
H -3.166446 0.271647 -0.268831 1.2 -0.3 1.1
H -2.046013 1.527747 0.481374 -0.1 1.4 1.8
H -2.519620 1.408554 -1.285940 1.5 -0.7 2.3
H 1.049667 -0.062378 -1.741612 -1.7 -0.2 1.5
H -0.142980 1.084968 -2.352696 -0.5 -0.9 1.8
H -0.943950 -1.128330 1.320408 1.4 0.4 -2.5
H 0.382207 -1.440842 0.167455 0.5 0.7 0.8
H -1.037064 -1.873007 -0.069149 -2.1 -2.7 -1.4
H -1.680061 -3.887662 0.742526 0.5 0.1 0.3
H -0.492155 -4.269354 1.613308 -0.1 0.8 -0.4
O -0.853989 -3.504819 1.107013 -0.6 -1.1 0.1
H 1.377233 -1.447348 2.842967 -0.2 -0.5 0.9
H 2.687290 -0.806033 2.388193 -0.9 -0.1 -0.3
O 1.743902 -0.930554 2.140637 0.9 0.5 -0.8
H 2.694172 4.970865 -1.110305 -0.2 -0.1 -0.5
H 2.583045 4.106797 -2.350304 3.1 -2.9 -3.3
O 2.102415 4.618493 -1.807445 -2.8 3.0 3.8

=====

# 5
14
Properties=species:S:1:pos:R:3:forces:R:3 method="wB97M-V/def2-TZVPD" max_force_ev_per_a=3.04 e_homo_ev="-7.68 / -7.58" multiplicity=1 orbital_gap_ev="7.23 / 7.06" e_above_lowest_kj_mol=521.8 energy_ev=-8726.27096 total_charge=0
H 1.341148 -1.350511 -0.973881 -0.4 -0.1 -0.3
N 1.025541 -2.184428 -0.476572 0.7 0.1 0.1
C -0.026046 -1.996072 0.182770 -1.1 1.0 -0.6
N -0.880299 -0.852044 0.141665 -1.3 -1.8 0.9
H -0.333838 -2.758504 0.892857 -0.2 0.0 0.1
H -1.366178 -0.443111 -0.648902 0.7 -0.9 -0.4
H -1.557184 -0.833120 0.900944 0.4 -0.1 0.0
C 0.185568 1.714800 -1.505157 0.1 -0.3 0.2
C 0.071897 1.123993 -0.314151 1.4 2.5 -0.9
C 0.474575 1.320627 0.962564 -1.7 0.2 0.5
N -0.052159 1.190036 2.091087 1.4 -1.4 -0.3
H -0.199476 1.348053 -2.445575 -0.7 -0.3 0.2
H 0.681457 2.665461 -1.640542 0.7 -0.1 0.2
H 0.634994 1.054821 2.832894 -0.2 1.1 0.4

=====

# 6
61
Properties=species:S:1:pos:R:3:forces:R:3 method="wB97M-V/def2-TZVPD" max_force_ev_per_a=0.70 e_homo_ev="-5.07 / -5.07" multiplicity=2 orbital_gap_ev="5.65 / 5.61" s2=0.78 e_above_lowest_kj_mol=30.9 energy_ev=-130930.80533 total_charge=-1
Mn -0.321131 2.558579 -1.365259 0.0 -0.2 0.2
O -0.881408 -4.278490 2.296374 -0.3 0.5 0.4
C -1.245237 -3.154173 2.932144 0.3 -0.4 0.0
O -1.844720 -3.223505 3.974359 -0.1 0.1 0.1
C -0.842807 -1.836205 2.333914 -0.1 0.0 0.0
C -1.406358 -0.684355 2.876870 0.0 0.0 -0.1
C -1.088982 0.562404 2.361308 -0.1 0.0 0.0
C -0.202881 0.651588 1.293569 0.0 0.0 0.0
C 0.368340 -0.483008 0.751869 0.0 0.0 0.3
C 0.053578 -1.721989 1.280419 0.1 0.1 0.0
N 0.132793 1.917387 0.724606 -0.2 -0.1 -0.1
C 0.601712 2.805231 1.496440 0.1 0.0 0.1
C 0.888042 4.128216 0.938017 0.0 0.1 0.0
C 1.412471 5.173721 1.676666 0.0 0.0 0.0
C 1.625278 6.385321 1.035267 0.0 0.0 0.0
C 1.308590 6.500686 -0.306584 0.0 0.0 0.0
C 0.786388 5.399067 -0.972181 0.0 0.0 0.0
N 0.584609 4.244982 -0.355091 0.0 -0.1 0.0
H -0.456985 -4.127654 1.427972 0.0 0.0 -0.1
H -2.109276 -0.788517 3.691710 0.0 0.0 0.0
H -1.569094 1.455689 2.742272 0.0 0.0 0.0
H 1.063601 -0.370387 -0.062912 0.0 0.1 0.0
H 0.524705 -2.593014 0.842339 -0.1 0.1 0.3
H 0.808898 2.606331 2.547102 0.0 0.0 0.0
H 1.645554 5.035999 2.723838 0.0 0.0 0.0
H 2.033295 7.227431 1.578288 0.0 0.0 0.0
H 1.460448 7.427523 -0.841066 0.0 0.0 0.0
H 0.524342 5.417397 -2.022363 0.0 0.0 0.0
S -2.233248 3.586677 -0.842664 0.2 0.0 0.0
C -3.463620 2.499526 -1.442846 0.0 0.0 0.0
C -4.799444 2.884457 -1.441397 0.0 0.0 0.0
C -5.788533 2.022509 -1.892868 0.0 0.0 0.0
C -7.157117 2.451934 -1.875581 0.0 0.0 0.0
N -8.244837 2.824036 -1.850339 0.0 0.0 0.0
C -5.429680 0.747428 -2.360220 0.0 0.0 0.0
C -4.097262 0.366045 -2.364123 0.0 0.0 0.0
C -3.099481 1.228818 -1.907549 0.0 0.0 -0.1
S -1.432875 0.713537 -1.910117 0.0 0.1 0.1
C -6.431515 -0.162502 -2.840131 0.0 0.0 0.0
N -7.225973 -0.898135 -3.226098 0.0 0.0 0.0
H -5.074837 3.867728 -1.083264 0.0 0.0 0.0
H -3.826218 -0.617108 -2.725945 0.0 0.0 0.0
S 0.437128 -4.816244 -0.370465 0.1 -0.5 -0.4
C 1.302435 -3.557173 -1.066483 0.1 0.3 -0.3
S 0.548882 -2.258777 -1.921006 0.1 -0.2 -0.1
C 2.044308 -1.317266 -1.882701 -0.1 0.1 0.0
N 3.030517 -2.004366 -1.380562 0.0 -0.1 0.1
N 2.608960 -3.258706 -0.960293 -0.1 0.0 0.0
C 3.597019 -4.046468 -0.302745 0.1 0.0 0.0
C 4.567135 -3.402485 0.455829 0.0 0.0 0.0
C 5.544150 -4.151071 1.091379 0.0 0.0 0.0
C 5.560107 -5.533689 0.971521 0.0 0.0 0.0
C 4.594535 -6.164292 0.200998 0.0 0.0 0.0
C 3.612488 -5.427076 -0.442205 0.0 0.0 0.0
S 2.044131 0.332271 -2.306556 0.0 0.0 -0.2
H 4.549360 -2.324761 0.523340 0.0 0.0 0.0
H 6.297243 -3.647213 1.683753 0.0 0.0 0.0
H 6.323523 -6.115592 1.471754 0.0 0.0 0.0
H 4.602294 -7.241247 0.092351 0.0 0.0 0.0
H 2.859076 -5.914127 -1.042353 0.0 0.0 0.0
O 0.327613 3.097061 -2.652310 -0.2 0.2 -0.2